1.
Here is a single C6H13N molecule in a non-equilibrium geometry from the OMol25 dataset. Energies are from wB97M-V/def2-TZVPD.

Positions of all 20 atoms, in Å:
C (-1.10, 1.06, 2.76)
C (-1.00, 0.87, 1.24)
C (-0.18, -0.35, 0.86)
N (-0.20, -0.71, -0.59)
C (0.87, -1.64, -0.81)
C (1.15, -0.30, -1.31)
C (1.22, -0.13, -2.81)
H (-0.12, 1.19, 3.23)
H (-1.58, 0.19, 3.24)
H (-1.71, 1.94, 3.02)
H (-2.00, 0.78, 0.81)
H (-0.54, 1.77, 0.80)
H (-0.60, -1.24, 1.36)
H (0.85, -0.24, 1.27)
H (0.60, -2.33, -1.61)
H (1.35, -2.11, 0.05)
H (1.12, 0.57, -0.69)
H (2.07, -0.68, -3.25)
H (0.31, -0.55, -3.23)
H (1.33, 0.92, -3.12)

E_LUMO = 1.24 eV
Energy relative to the best compared isomer or geometry (same formula, charge and spin) = 204.8 kJ/mol
Frontier orbital gap = 10.06 eV
Charge = 0
Multiplicity = 1
HOMO energy = -0.324 Eh

Results of the Löwdin charge analysis, in e, for atoms 1 through 5: C -0.1206; C -0.2577; C -0.2623; N -0.0727; C -0.1834

=====

2.
Here is a single C6H13N molecule from the OMol25 dataset. Energies are from wB97M-V/def2-TZVPD.

Positions of all 20 atoms, in Å:
C (-1.69, -0.73, 1.38)
C (-0.58, 0.12, 0.82)
N (0.70, -0.49, 0.55)
C (1.92, 0.14, 1.03)
C (-0.04, 0.06, -0.58)
C (0.32, 1.38, -1.22)
C (-0.46, -1.00, -1.59)
H (-1.51, -0.95, 2.44)
H (-2.66, -0.21, 1.30)
H (-1.77, -1.69, 0.86)
H (-0.55, 1.13, 1.25)
H (2.76, -0.19, 0.42)
H (1.90, 1.24, 1.03)
H (2.10, -0.19, 2.06)
H (-0.59, 1.84, -1.63)
H (0.75, 2.10, -0.51)
H (1.03, 1.25, -2.05)
H (-0.95, -1.85, -1.12)
H (0.44, -1.38, -2.08)
H (-1.12, -0.58, -2.36)

E_LUMO = 1.07 eV
Energy relative to the best compared isomer or geometry (same formula, charge and spin) = 79.0 kJ/mol
Frontier orbital gap = 9.87 eV
Charge = 0
Multiplicity = 1
HOMO energy = -0.323 Eh

Results of the Löwdin charge analysis, in e, for atoms 1 through 5: C -0.0486; C -0.2902; N -0.0703; C -0.0961; C -0.4914

=====

3.
Here is a single C6H13N molecule from the OMol25 dataset. Energies are from wB97M-V/def2-TZVPD.

Positions of all 20 atoms, in Å:
C (2.93, -0.26, 0.02)
C (1.47, -0.65, -0.10)
C (0.61, 0.36, -0.86)
N (-0.79, -0.05, -0.74)
C (-1.82, 0.95, -0.87)
C (-1.47, 0.39, 0.46)
C (-2.30, -0.63, 1.19)
H (3.04, 0.73, 0.49)
H (3.42, -0.22, -0.96)
H (3.48, -0.98, 0.64)
H (1.37, -1.63, -0.58)
H (1.04, -0.76, 0.91)
H (0.88, 0.38, -1.92)
H (0.77, 1.38, -0.46)
H (-2.73, 0.63, -1.38)
H (-1.52, 1.98, -1.07)
H (-0.89, 1.07, 1.10)
H (-3.04, -0.15, 1.84)
H (-2.81, -1.28, 0.49)
H (-1.65, -1.26, 1.82)

E_LUMO = 1.24 eV
Energy relative to the best compared isomer or geometry (same formula, charge and spin) = 85.0 kJ/mol
Frontier orbital gap = 10.32 eV
Charge = 0
Multiplicity = 1
HOMO energy = -0.334 Eh

Results of the Löwdin charge analysis, in e, for atoms 1 through 5: C -0.1194; C -0.2549; C -0.2367; N -0.0975; C -0.1098

=====

4.
Here is a 2-piece molecular cluster, C6H13N overall from the OMol25 dataset. Energies are from wB97M-V/def2-TZVPD.

Positions of all 20 atoms, in Å:
C (-1.15, -0.60, 1.64)
C (0.11, -0.91, 1.32)
N (0.61, -2.20, 1.18)
C (1.98, -2.43, 1.61)
H (-1.83, -1.37, 1.96)
H (-1.45, 0.43, 1.76)
H (0.83, -0.14, 1.08)
H (-0.04, -2.91, 1.49)
H (2.24, -3.47, 1.44)
H (2.64, -1.80, 1.02)
H (2.13, -2.19, 2.67)
C (0.08, 1.02, -2.59)
C (-0.64, 1.49, -1.59)
C (-1.23, 2.87, -1.56)
H (0.48, 0.02, -2.59)
H (0.31, 1.64, -3.45)
H (-0.88, 0.86, -0.75)
H (-0.80, 3.47, -0.76)
H (-1.07, 3.39, -2.50)
H (-2.30, 2.82, -1.37)

E_LUMO = 1.12 eV
Energy relative to the best compared isomer or geometry (same formula, charge and spin) = 146.6 kJ/mol
Frontier orbital gap = 9.29 eV
Charge = 0
Multiplicity = 1
HOMO energy = -0.300 Eh

Results of the Löwdin charge analysis, in e, for atoms 1 through 5: C -0.0248; C -0.2721; N -0.1062; C -0.1201; H 0.0448

=====

5.
Here is a 2-piece molecular cluster, C6H13N overall from the OMol25 dataset. Energies are from wB97M-V/def2-TZVPD.

Positions of all 20 atoms, in Å:
C (-0.79, 0.97, 2.72)
C (0.18, 0.95, 1.53)
C (0.00, -0.27, 0.68)
N (0.00, -0.19, -0.61)
C (-0.10, 0.52, -1.76)
C (-0.17, -0.97, -1.82)
C (0.94, -1.89, -2.27)
H (-0.68, 0.07, 3.34)
H (-1.83, 1.01, 2.37)
H (-0.61, 1.84, 3.35)
H (0.01, 1.83, 0.89)
H (1.21, 1.02, 1.90)
H (-2.45, 0.74, -0.03)
H (-0.17, -1.25, 1.11)
H (0.68, 1.17, -2.13)
H (-2.12, 0.97, -0.67)
H (-1.17, -1.41, -1.92)
H (0.79, -2.12, -3.33)
H (1.92, -1.41, -2.16)
H (0.95, -2.84, -1.72)

E_LUMO = 1.14 eV
Energy relative to the best compared isomer or geometry (same formula, charge and spin) = 409.8 kJ/mol
Frontier orbital gap = 8.27 eV
Charge = 0
Multiplicity = 1
HOMO energy = -0.262 Eh

Results of the Löwdin charge analysis, in e, for atoms 1 through 5: C -0.1188; C -0.2422; C -0.1113; N -0.1491; C -0.0770

=====

6.
Here is a single C6H13N molecule in a non-equilibrium geometry from the OMol25 dataset. Energies are from wB97M-V/def2-TZVPD.

Positions of all 20 atoms, in Å:
C (2.09, -1.94, -0.79)
C (0.85, -1.10, -0.99)
C (0.54, 0.01, -0.32)
C (1.42, 0.63, 0.73)
C (-0.81, 0.64, -0.58)
C (-1.66, 0.64, 0.66)
N (-2.97, 1.26, 0.39)
H (1.85, -2.89, -0.32)
H (2.49, -2.19, -1.77)
H (2.81, -1.43, -0.16)
H (0.23, -1.46, -1.80)
H (1.23, 1.70, 0.80)
H (1.19, 0.22, 1.71)
H (2.48, 0.47, 0.50)
H (-0.70, 1.70, -0.85)
H (-1.34, 0.10, -1.35)
H (-1.87, -0.40, 0.95)
H (-1.14, 1.01, 1.54)
H (-3.00, 2.22, 0.72)
H (-3.70, 0.80, 0.93)

E_LUMO = 1.05 eV
Energy relative to the best compared isomer or geometry (same formula, charge and spin) = 48.1 kJ/mol
Frontier orbital gap = 9.80 eV
Charge = 0
Multiplicity = 1
HOMO energy = -0.322 Eh

Results of the Löwdin charge analysis, in e, for atoms 1 through 5: C -0.0944; C -0.1298; C -0.3113; C -0.0593; C -0.1872

=====

7.
Here is a single C6H13N molecule in a non-equilibrium geometry from the OMol25 dataset. Energies are from wB97M-V/def2-TZVPD.

Positions of all 20 atoms, in Å:
C (1.72, -0.03, 0.27)
C (0.27, 1.99, -0.42)
C (0.55, 0.26, -0.66)
N (0.69, 0.07, -1.95)
H (-0.01, -0.49, -2.41)
H (1.51, 0.25, 1.31)
H (1.97, -1.08, 0.22)
H (-0.57, 2.32, -1.02)
H (0.29, 2.47, 0.56)
H (1.19, 2.28, -0.93)
H (2.57, 0.58, -0.03)
C (-0.88, -2.06, 0.51)
C (-0.96, -0.63, 0.01)
C (-1.28, 0.43, 0.90)
H (-1.48, -0.59, -0.94)
H (-1.88, -2.48, 0.50)
H (-0.27, -2.68, -0.15)
H (-0.48, -2.11, 1.52)
H (-2.23, 0.93, 0.89)
H (-0.73, 0.57, 1.82)

E_LUMO (spin up / spin down) = 0.52 / -0.78 eV
Energy relative to the best compared isomer or geometry (same formula, charge and spin) = 522.7 kJ/mol
Frontier orbital gap (spin up / spin down) = 9.11 / 6.24 eV
Charge = 0
Multiplicity = 1
HOMO energy (spin up / spin down) = -0.316 / -0.258 Eh

Results of the Löwdin charge analysis, in e, for atoms 1 through 5: C -0.0565; C -0.0382; C -0.5376; N 0.1368; H 0.0584

=====

8.
Here is C6H13N as an isolated structure in a non-equilibrium geometry from the OMol25 dataset. Energies are from wB97M-V/def2-TZVPD.

Positions of all 20 atoms, in Å:
C (-0.20, -1.62, -1.30)
C (-0.62, -0.16, -1.04)
C (-2.04, 0.18, -0.62)
C (0.47, 0.31, 0.06)
C (-0.01, -0.38, 1.28)
C (2.05, 1.59, 1.09)
N (1.24, 1.45, -0.12)
H (0.35, -1.63, -2.30)
H (0.29, -2.17, -0.49)
H (-1.22, -2.23, -1.39)
H (-0.40, 0.47, -1.95)
H (-2.03, 1.05, 0.11)
H (-2.63, 0.37, -1.55)
H (-2.58, -0.69, -0.13)
H (0.53, -0.31, 2.28)
H (-1.15, -0.53, 1.64)
H (2.98, 0.95, 0.98)
H (1.58, 1.43, 2.04)
H (2.49, 2.60, 0.94)
H (0.90, -0.68, 0.46)

E_LUMO (spin up / spin down) = -6.36 / -7.57 eV
Energy relative to the best compared isomer or geometry (same formula, charge and spin) = 597.5 kJ/mol
Frontier orbital gap (spin up / spin down) = 8.97 / 7.99 eV
Charge = +1
Multiplicity = 2
HOMO energy (spin up / spin down) = -0.564 / -0.572 Eh

Results of the Löwdin charge analysis, in e, for atoms 1 through 5: C -0.0618; C -0.3634; C -0.0836; C -0.3314; C 0.1507